An isolated molecule of C9H6N4 in a non-equilibrium geometry, computed with ωB97M-V/def2-TZVPD.

Geometry as XYZ:
```
19
Properties=species:S:1:pos:R:3:forces:R:3:nbo_charge:R:1
C 0.741053 1.129006 2.406405 1.24 -0.75 -1.60 0.125
C 0.128506 1.935574 1.353257 0.60 -0.26 -0.18 -0.392
C -0.278119 1.310780 0.163012 -1.44 2.28 1.30 0.396
N -0.912378 2.122265 -0.834249 1.54 -1.04 1.33 -0.483
C -1.153482 1.557405 -1.975011 -2.03 -1.88 -1.36 0.142
C -0.993725 0.143130 -2.225221 0.74 0.72 2.04 -0.415
C -0.484382 -0.603086 -1.140090 0.49 -3.66 -2.14 0.422
N -0.177713 -1.978092 -1.315770 0.04 -0.33 0.06 -0.496
C 0.485191 -2.704144 -0.416913 -0.48 2.95 2.63 0.147
C 0.915262 -2.021598 0.867847 -1.94 -1.66 -5.86 -0.349
C 0.570366 -0.721236 0.957032 1.29 -1.48 4.84 0.359
N 0.958479 -0.183538 2.193781 -0.59 2.98 0.07 -0.466
N -0.206578 -0.100183 0.091589 -0.39 4.33 -2.69 -0.359
H 1.311416 1.601998 3.298654 -1.60 -0.88 -1.37 0.219
H 0.118428 3.047518 1.341408 -0.13 -1.12 0.26 0.250
H -1.767923 2.099277 -2.772685 1.32 -0.19 1.21 0.202
H -1.249042 -0.358163 -3.149658 0.16 0.11 0.20 0.252
H 0.620480 -3.806849 -0.500818 -0.12 1.07 -0.53 0.210
H 1.374161 -2.470064 1.657432 1.30 -1.21 1.78 0.236
```
Forces are in eV/Å.

Values from the calculation:
E   -15388.2651 eV
HOMO-LUMO gap   6.808 eV
HOMO   -7.3 eV
Energy above the lowest of the compared OMol25 structures with the same formula, charge and spin   258.1 kJ/mol
Total charge   0
Structure (SMILES)   C1=CC2=NC=CC3=NC=CC(=N1)N23
2S+1   1
E_LUMO   -0.50 eV
Molecular weight   170.175 u

***

A cluster of 2 separate species, C3H3N3O in total in a non-equilibrium geometry, computed with ωB97M-V/def2-TZVPD.

Geometry as XYZ:
```
10
Properties=species:S:1:pos:R:3:forces:R:3:nbo_charge:R:1
N 1.971315 -0.382257 0.852678 -0.45 0.01 -0.50 -0.594
C 1.145095 -0.370321 -0.053994 0.24 0.06 0.25 0.394
N -0.726959 0.775000 -1.079875 -0.18 0.13 -0.29 -0.235
N -1.336749 1.047468 -2.092143 0.23 -0.12 0.52 -0.232
O -1.827770 -0.843777 2.639325 0.40 0.96 -0.85 -0.486
C -1.495641 -0.030283 1.922323 -0.42 -0.98 0.93 0.490
C 0.177769 -0.370174 -0.941880 0.16 -0.15 0.03 -0.308
H 2.877108 0.023522 0.613270 -0.07 -0.03 0.03 0.384
H -0.815898 1.308038 -0.190584 0.02 0.01 -0.20 0.331
H 0.031734 -1.157217 -1.669121 0.07 0.10 0.09 0.256
```
Forces are in eV/Å.

Values from the calculation:
E   -9673.0650 eV
HOMO-LUMO gap   8.823 eV
HOMO   -8.2 eV
Energy above the lowest of the compared OMol25 structures with the same formula, charge and spin   423.5 kJ/mol
Total charge   0
2S+1   1
E_LUMO   0.63 eV
Molecular weight   97.077 u

***

A cluster of 5 separate species, C52H103BrClF2N5O6SSi in total in a non-equilibrium geometry, computed with ωB97M-V/def2-TZVPD.

Geometry as XYZ:
```
172
Properties=species:S:1:pos:R:3:forces:R:3:lowdin_charge:R:1
C -4.780403 -1.857525 4.921468 0.20 -0.66 -0.59 -0.157
C -3.756504 -2.362135 3.780851 -0.30 0.17 0.27 -0.625
Br -2.921665 -4.020471 4.612255 -0.53 0.66 -0.52 0.728
C -4.398981 -2.792838 2.395891 0.12 -2.01 0.58 -0.196
C -4.173619 -1.908976 1.089409 0.32 -1.26 -0.67 -0.159
C -5.549781 -1.210659 0.672166 -2.34 -1.19 0.85 -0.287
C -6.568987 -0.779779 1.837516 -0.77 0.73 0.11 -0.134
C -7.318737 0.644903 1.555180 -1.09 -1.70 0.99 -0.163
C -8.367746 0.801902 2.799461 0.66 -0.01 0.40 -0.155
C -7.936799 1.931967 3.858762 -0.60 -1.05 0.20 -0.166
O -8.991895 2.971155 3.881532 1.53 0.84 -2.00 -0.125
C -8.622829 3.962558 2.927730 1.71 3.12 2.86 -0.248
O -8.128762 5.032503 3.375514 -2.17 -4.09 -2.43 0.036
O -5.496286 -0.065689 -0.218159 2.62 -0.88 -0.90 -0.248
S -4.453854 -0.462127 -1.442081 -2.83 -0.72 -6.00 0.794
O -5.006596 -1.662019 -2.205943 1.63 2.42 3.42 -0.333
O -4.438595 0.680761 -2.413660 0.61 -1.62 3.50 -0.317
C -2.748926 -0.865325 -0.722929 -0.08 0.04 0.10 -0.232
C -1.797956 0.293462 -1.261820 2.05 -0.13 0.58 -0.186
C -0.990730 -0.053413 -2.620233 -0.28 0.96 -0.13 -0.166
C -1.862361 -0.531671 -3.853252 1.07 -0.32 -1.85 -0.272
N -2.378971 -1.956498 -3.745013 0.49 0.56 -0.37 -0.021
C -2.805390 -1.038974 0.930610 -1.11 0.49 -2.49 -0.193
C -2.879316 0.490738 1.406446 1.33 1.43 0.87 -0.075
C -3.396717 0.849529 2.856342 -4.73 1.82 1.26 -0.589
O -4.566926 1.263897 3.091843 5.07 -2.00 -1.53 -0.033
Cl -2.345104 0.890720 4.389683 -0.32 -0.24 -1.72 0.634
C -1.442835 -1.805222 1.264128 3.17 -0.82 1.40 -0.283
F -1.565963 -3.173576 1.698211 -0.82 2.49 -0.85 0.011
F -0.537704 -1.985971 0.129609 -2.37 0.67 1.21 -0.007
C -0.458373 -1.120331 2.338881 1.67 -0.59 -0.28 -0.138
C 0.975387 -1.925662 2.374462 0.08 0.66 -0.07 -0.231
Si 1.597523 -2.029527 4.208398 0.25 -0.40 0.82 0.578
C 0.272886 -2.778067 5.404301 -0.23 0.61 0.01 -0.228
C 3.128941 -3.221851 4.366227 -0.20 -0.40 0.40 -0.200
C 1.988288 -0.269201 4.932277 0.76 3.78 1.63 -0.220
C 1.926201 -0.071983 6.488380 0.68 2.44 -1.39 -0.073
C 2.231621 1.258979 7.214857 0.28 -0.64 -4.32 -0.073
C 2.650872 2.474874 6.342730 -0.88 -3.50 -1.42 -0.074
C 2.709216 2.319659 4.784276 -0.77 -2.15 2.18 -0.071
C 2.362013 0.963108 4.071836 0.06 0.74 3.77 -0.076
H -4.354658 -2.187868 5.928470 -0.66 0.92 -1.36 0.055
H -5.750426 -2.464637 4.763060 1.40 1.15 0.30 0.091
H -4.972761 -0.727815 4.862714 0.25 -1.69 0.15 0.065
H -2.863792 -1.690820 3.603397 -1.17 -0.72 0.50 0.027
H -5.501458 -3.074660 2.610465 1.60 0.89 -0.67 0.131
H -3.942650 -3.838340 2.179545 -0.64 1.96 0.16 0.092
H -4.017449 -2.707789 0.251591 -0.25 1.35 1.49 0.159
H -6.150349 -2.006116 0.074962 1.32 1.11 0.96 0.164
H -7.440224 -1.541104 1.894943 1.59 1.05 -0.19 0.130
H -6.135278 -0.734205 2.886071 -0.20 -0.06 -1.48 0.083
H -6.593723 1.517741 1.474524 -1.11 -1.22 -0.01 0.105
H -7.973353 0.470739 0.638170 1.22 0.66 0.90 0.116
H -8.442440 -0.192351 3.389224 0.17 1.49 -1.11 0.111
H -9.431480 1.033842 2.452467 1.55 -0.20 0.39 0.118
H -6.915745 2.397082 3.628923 -1.44 -0.71 0.41 0.118
H -7.950273 1.487053 4.924354 0.16 0.90 -1.74 0.138
H -8.737159 3.757570 1.801854 -0.03 0.00 1.65 0.165
H -2.567321 -1.905255 -1.199191 -0.17 1.91 0.55 0.144
H -2.266823 1.347915 -1.274041 0.35 -1.96 -0.30 0.128
H -0.935444 0.392934 -0.489012 -1.44 -0.24 -1.11 0.112
H -0.485551 0.942371 -2.931171 -0.80 -1.56 0.43 0.108
H -0.108324 -0.773992 -2.424670 -1.70 0.88 -0.15 0.125
H -2.680441 0.200875 -4.198112 1.16 -1.12 1.08 0.114
H -1.133572 -0.580608 -4.757465 -0.94 0.57 1.45 0.104
H -1.709163 -2.562952 -4.257101 -0.77 0.56 0.59 0.073
H -3.285615 -2.052385 -4.220541 0.53 0.15 0.45 0.065
H -1.836580 0.997649 1.354896 -1.59 -1.16 0.13 0.127
H -3.495059 1.166489 0.694208 0.55 -1.57 1.34 0.148
H -0.135162 -0.052301 2.046782 -1.10 -1.58 0.49 0.120
H -0.812966 -1.164676 3.416470 -0.27 0.32 -1.68 0.044
H 1.786299 -1.325607 1.805899 -1.39 -1.04 0.61 0.087
H 0.915267 -2.966878 1.921679 0.01 1.36 0.59 0.085
H -0.010759 -3.809376 5.003745 0.18 1.43 0.82 -0.003
H 0.688393 -2.828957 6.481508 -0.66 -0.12 -1.78 0.046
H -0.630945 -2.055129 5.418783 1.19 -1.44 0.10 0.028
H 2.961237 -3.894952 5.293247 0.32 1.15 -1.39 0.040
H 4.101647 -2.645637 4.509732 -1.18 -0.96 -0.43 0.035
H 3.130575 -3.925608 3.467711 0.37 1.00 1.09 0.033
H 1.617981 -0.963278 7.133677 0.53 1.44 -1.07 0.074
H 2.153714 1.293526 8.350970 0.17 0.11 -1.84 0.087
H 2.917513 3.447631 6.879687 -0.43 -1.49 -1.15 0.085
H 3.027096 3.259241 4.198435 -0.62 -1.82 0.86 0.080
H 2.391646 0.905383 2.921825 0.03 0.10 2.04 0.081
C 2.653533 3.063671 -0.568899 -0.02 0.04 -0.10 -0.090
C 3.869406 3.058965 0.350432 -0.05 -0.11 -0.19 -0.273
N 4.655291 1.834249 0.264369 0.11 -0.33 0.30 -0.193
C 5.616867 1.681316 1.354843 -0.18 0.00 0.17 -0.251
C 6.741934 2.708975 1.454771 0.26 0.02 0.11 -0.087
C 5.149101 1.473987 -1.060959 -0.30 0.00 -0.22 -0.248
C 6.005814 2.498262 -1.804214 0.19 0.00 -0.17 -0.084
H 2.033884 2.175969 -0.408972 0.12 0.01 -0.02 0.069
H 2.035502 3.942953 -0.363958 0.10 -0.05 -0.02 0.074
H 2.937804 3.104127 -1.623362 -0.05 -0.04 0.05 0.065
H 3.495416 3.168042 1.373554 0.24 -0.14 0.08 0.105
H 4.477235 3.949617 0.143905 -0.04 0.14 0.00 0.101
H 6.057202 0.679224 1.312401 -0.10 0.05 -0.20 0.113
H 5.059362 1.699882 2.299093 -0.11 0.06 -0.11 0.096
H 7.491490 2.565662 0.676310 -0.04 0.09 -0.01 0.055
H 7.256543 2.594920 2.414332 -0.06 0.01 -0.07 0.073
H 6.372954 3.735868 1.405017 0.01 -0.06 -0.03 0.068
H 4.286018 1.236795 -1.692954 -0.03 0.09 0.10 0.102
H 5.702618 0.530323 -0.999656 -0.05 0.12 0.27 0.115
H 5.562757 3.496501 -1.799079 0.00 -0.04 0.04 0.068
H 6.108352 2.196445 -2.851039 -0.03 0.01 0.06 0.069
H 7.012925 2.562137 -1.392838 -0.05 0.11 0.01 0.054
C -1.766270 3.499464 -4.707370 -0.10 -0.05 -0.04 -0.083
C -0.682898 3.950330 -5.679682 -0.10 -0.18 0.05 -0.267
N 0.138788 2.855899 -6.184263 0.42 -0.14 0.01 -0.188
C 1.361994 3.304469 -6.845513 0.06 0.10 0.21 -0.255
C 1.213710 4.131963 -8.120386 0.17 0.06 -0.24 -0.081
C -0.568912 1.766566 -6.851473 -0.27 -0.04 0.23 -0.248
C -1.457739 2.121407 -8.042892 -0.08 -0.12 -0.22 -0.081
H -1.343314 2.907281 -3.890507 0.00 0.01 -0.12 0.060
H -2.256934 4.372195 -4.266457 0.04 -0.07 -0.08 0.076
H -2.539643 2.906686 -5.202364 0.04 0.00 0.08 0.068
H -0.042076 4.652236 -5.137020 0.20 -0.10 -0.19 0.118
H -1.148689 4.519223 -6.495059 -0.08 0.11 0.00 0.100
H 1.997413 2.437885 -7.059070 -0.20 -0.08 0.04 0.106
H 1.935512 3.898451 -6.124039 -0.16 -0.01 0.06 0.104
H 0.894155 3.520873 -8.964776 -0.07 0.07 0.02 0.057
H 2.183310 4.563323 -8.390806 -0.06 -0.01 0.05 0.059
H 0.512909 4.960854 -7.999022 0.02 -0.07 0.00 0.070
H -1.192391 1.258182 -6.108233 0.02 0.16 0.02 0.075
H 0.150028 1.001032 -7.165064 0.15 0.25 0.08 0.116
H -2.121676 2.962769 -7.833290 0.06 -0.02 0.02 0.068
H -2.091501 1.264971 -8.292457 0.03 0.05 0.03 0.074
H -0.872831 2.352571 -8.932934 -0.06 0.10 0.02 0.054
C -0.368727 -6.685111 5.342179 0.03 -0.08 -0.09 -0.100
C -0.710782 -7.114079 6.763612 -0.06 -0.03 -0.19 -0.265
N -2.068068 -7.626765 6.901760 -0.34 0.07 0.25 -0.192
C -2.511913 -7.732812 8.289629 0.02 0.24 0.00 -0.253
C -1.768062 -8.710253 9.197143 -0.05 -0.14 0.25 -0.091
C -2.425684 -8.750744 6.042863 0.08 0.13 -0.34 -0.248
C -1.561616 -10.008948 6.120093 -0.03 -0.25 -0.04 -0.087
H -1.108340 -5.977795 4.955417 0.07 -0.18 0.05 -0.007
H 0.606869 -6.189520 5.327478 -0.06 -0.08 0.03 0.067
H -0.311399 -7.536908 4.659703 -0.03 0.07 0.01 0.070
H -0.600614 -6.229255 7.398451 -0.20 -0.12 0.15 0.118
H 0.037438 -7.840258 7.107999 0.14 0.00 0.01 0.100
H -3.580154 -7.974322 8.310630 0.08 -0.05 -0.20 0.111
H -2.443489 -6.735958 8.741091 0.10 0.01 -0.15 0.109
H -2.012611 -9.746429 8.962833 0.10 0.02 -0.01 0.054
H -2.066051 -8.542203 10.237209 0.03 0.00 -0.08 0.071
H -0.684453 -8.582894 9.145962 -0.06 -0.02 -0.04 0.067
H -2.417755 -8.401493 5.004349 0.08 0.07 0.08 0.102
H -3.470014 -9.029373 6.222966 0.10 0.18 0.21 0.115
H -0.493691 -9.786762 6.065905 -0.04 0.03 0.03 0.067
H -1.797552 -10.665276 5.276922 0.01 0.05 0.04 0.073
H -1.752973 -10.579385 7.028744 0.12 0.03 0.00 0.053
C 5.237371 3.306930 -6.651261 0.06 -0.04 0.09 -0.094
C 5.511527 3.761046 -8.079895 0.07 0.05 0.20 -0.271
N 6.043801 5.115231 -8.164601 -0.10 0.36 -0.21 -0.193
C 6.003826 5.673156 -9.514446 -0.23 -0.02 0.01 -0.252
C 6.849864 4.990528 -10.586983 0.11 0.07 -0.26 -0.091
C 7.268114 5.377281 -7.415246 -0.08 -0.11 0.34 -0.249
C 8.484026 4.499126 -7.708412 0.25 0.02 0.01 -0.087
H 4.599794 4.023006 -6.124406 0.10 -0.01 -0.07 0.074
H 4.719276 2.343254 -6.660085 0.07 0.07 -0.03 0.070
H 6.159526 3.175531 -6.079390 -0.06 0.03 0.00 0.062
H 4.557506 3.721813 -8.614970 0.12 0.20 -0.16 0.105
H 6.172194 3.031358 -8.566411 -0.01 -0.14 -0.02 0.101
H 6.271859 6.734529 -9.475565 0.07 -0.10 0.19 0.112
H 4.960470 5.662216 -9.851532 0.01 -0.11 0.14 0.106
H 7.912538 5.194596 -10.454990 -0.02 -0.10 0.01 0.054
H 6.573122 5.378775 -11.572573 0.00 -0.04 0.08 0.072
H 6.698180 3.909113 -10.610482 0.02 0.06 0.04 0.068
H 7.039351 5.287908 -6.347449 -0.08 -0.07 -0.08 0.102
H 7.554231 6.427628 -7.540090 -0.20 -0.08 -0.19 0.115
H 8.238950 3.434876 -7.716688 -0.03 0.05 -0.02 0.067
H 9.238598 4.650154 -6.930484 -0.06 -0.01 -0.04 0.073
H 8.952503 4.755995 -8.658227 -0.04 -0.11 -0.01 0.053
```
Forces are in eV/Å.

Values from the calculation:
E   -182032.0695 eV
HOMO-LUMO gap   7.713 eV
HOMO   -8.1 eV
Total charge   0
Structure (SMILES)   C[C@@H](Br)C[C@H]1[C@@H](CCCCOC=O)OS(=O)(=O)[C@@H](CCCN)[C@]1(CC(=O)Cl)C(F)(F)CC[Si](C)(C)c1ccccc1.CCN(CC)CC.CCN(CC)CC.CCN(CC)CC.CCN(CC)CC
2S+1   1
E_LUMO   -0.39 eV
Molecular weight   1107.931 u

***

The highest E belongs to which entry?
C3H3N3O